Formula: C28H38BHgN9
Source: the Open Molecules 2025 dataset
Level of theory: ωB97M-V with the def2-TZVPD basis set

Properties
LUMO level: 0.59 eV
HOMO energy: -7.0 eV
ΔE to the lowest compared entry with this formula, charge and spin: 40.34 kJ/mol

ORCA input file:
```
! wB97M-V def2-TZVPD RIJCOSX def2/J DEFGRID3
* xyz 0 1
Hg -1.27 -0.21 0.35
C -3.73 -2.99 0.61
C -2.55 -3.26 -0.26
C -2.15 -4.43 -0.91
C -0.98 -4.11 -1.55
N -0.70 -2.81 -1.32
N -1.66 -2.30 -0.52
B 0.58 -2.01 -1.73
N 1.41 -1.81 -0.42
C 2.66 -2.16 -0.08
C 2.85 -1.83 1.25
C 1.64 -1.27 1.67
C 1.25 -0.73 3.00
N 0.78 -1.27 0.66
N 0.19 -0.62 -2.31
C 0.87 0.06 -3.25
C 0.22 1.25 -3.47
C -0.88 1.23 -2.61
C -1.93 2.27 -2.39
N -0.89 0.09 -1.93
N 1.30 -2.75 -2.84
C 0.71 -3.22 -3.97
C 1.69 -3.62 -4.83
C 2.90 -3.35 -4.15
C 4.29 -3.58 -4.63
N 2.65 -2.82 -2.97
H -4.46 -3.79 0.54
H -4.20 -2.05 0.32
H -3.42 -2.90 1.66
H -2.65 -5.39 -0.89
H -0.34 -4.73 -2.15
H 3.32 -2.58 -0.81
H 3.74 -1.97 1.84
H 2.07 -0.84 3.71
H 0.38 -1.26 3.39
H 1.00 0.33 2.92
H 1.77 -0.34 -3.69
H 0.51 2.04 -4.15
H -1.87 3.05 -3.15
H -1.80 2.73 -1.40
H -2.92 1.82 -2.42
H -0.37 -3.21 -4.09
H 1.57 -4.05 -5.82
H 4.28 -3.88 -5.68
H 4.79 -4.35 -4.05
H 4.88 -2.67 -4.54
C 1.45 4.48 4.21
C 1.24 3.58 3.02
C 2.24 3.44 2.07
C 2.00 2.69 0.92
C 3.06 2.49 -0.12
C 0.74 2.13 0.73
C -0.29 2.21 1.69
C 0.02 2.93 2.86
N -1.50 1.58 1.43
C -2.71 1.82 2.21
C -3.90 1.34 1.36
C -2.70 1.02 3.52
C -2.96 3.32 2.49
H 2.50 4.54 4.49
H 0.87 4.15 5.07
H 1.12 5.49 3.96
H 3.20 3.91 2.22
H 3.67 3.39 -0.24
H 2.62 2.24 -1.09
H 3.73 1.68 0.16
H 0.55 1.64 -0.21
H -0.69 3.00 3.67
H -3.75 0.30 1.05
H -4.00 1.96 0.47
H -4.83 1.38 1.93
H -2.54 -0.04 3.29
H -3.64 1.13 4.06
H -1.88 1.35 4.17
H -2.41 3.94 1.78
H -2.67 3.61 3.50
H -4.02 3.55 2.39
*
```